DFT (ωB97M-V/def2-TZVPD) results for C5H6ClNO in the gas phase in a non-equilibrium geometry.

```
14
Properties=species:S:1:pos:R:3:forces:R:3:nbo_charge:R:1
C 2.087 -0.200 -0.266 2.508 -1.871 0.982 -0.20
C 1.290 0.797 -0.028 -1.170 2.230 -1.230 -0.24
C -0.309 0.685 -0.001 2.782 3.398 -1.394 -0.07
C -0.969 -0.067 1.070 -1.033 -3.080 1.168 -0.52
C -1.686 -0.860 -0.169 -3.081 -1.336 2.159 0.71
H 3.219 -0.138 -0.351 -1.754 0.062 -0.107 0.23
H 1.854 1.805 -0.158 -1.601 -1.494 0.439 0.23
H -0.626 1.754 -0.166 0.029 -0.889 0.642 0.20
H -1.737 0.442 1.693 0.823 -0.354 -0.328 0.24
H -0.260 -0.776 1.646 -1.398 1.382 -0.715 0.25
H -0.850 0.181 -2.042 -0.800 -1.334 1.581 0.42
N -0.935 -0.120 -1.029 1.101 0.849 -2.045 -0.62
O -2.662 -1.640 -0.194 3.398 2.303 -0.681 -0.59
Cl 1.582 -1.864 -0.003 0.196 0.136 -0.471 -0.03
```
Forces are in eV/Å.

Values from the calculation:
**Energy relative to the best compared isomer or geometry (same formula, charge and spin)**: 216.03 kJ/mol
**Calculated total energy**: -784.23948 hartree
**E_HOMO**: -9.63 eV


DFT (ωB97M-V/def2-TZVPD) results for C5H6ClNS in the gas phase in a non-equilibrium geometry.

```
14
Properties=species:S:1:pos:R:3:forces:R:3:nbo_charge:R:1
C -2.007 0.573 -0.136 -1.861 1.772 -0.074 -0.28
C -0.701 0.619 -0.096 0.931 0.839 -0.233 0.14
C 0.118 1.914 0.033 0.906 -1.055 0.560 -0.43
C 1.562 1.318 0.103 -0.889 0.946 1.181 -0.49
C 1.471 -0.141 -0.018 1.314 -0.328 -0.361 0.15
H -2.501 1.586 -0.295 0.196 -1.783 0.599 0.23
H -0.024 2.600 -0.795 -0.049 0.008 -0.031 0.23
H -0.046 2.427 0.995 -0.478 -0.180 -0.568 0.23
H 2.028 1.443 1.088 0.011 0.576 -0.311 0.25
H 2.201 1.657 -0.658 0.974 0.711 -0.794 0.25
H -0.137 -1.423 -0.173 0.287 0.981 -0.158 0.43
N 0.188 -0.440 -0.187 -0.913 -2.390 0.645 -0.57
S 2.850 -1.045 0.015 -0.831 -0.439 -0.043 -0.14
Cl -3.006 -0.834 0.094 0.402 0.341 -0.413 0.00
```
Forces are in eV/Å.

Values from the calculation:
**Energy relative to the best compared isomer or geometry (same formula, charge and spin)**: 28.26 kJ/mol
**Calculated total energy**: -1107.23949 hartree
**E_HOMO**: -8.51 eV


DFT (ωB97M-V/def2-TZVPD) results for a molecular structure, C5H6CoO5 in a non-equilibrium geometry.

```
17
Properties=species:S:1:pos:R:3:forces:R:3:nbo_charge:R:1
H -0.608 0.988 3.121 0.219 -0.326 -0.016 0.25
O 2.158 -0.319 -1.294 2.708 1.278 -0.899 -0.63
C -0.054 1.095 2.190 -1.249 -1.034 0.878 -0.33
C 3.135 -0.793 -0.835 -0.954 -7.787 5.414 1.07
H 0.569 1.985 2.169 -0.035 -0.248 -0.842 0.27
H -0.863 3.365 -2.217 0.184 -0.044 0.733 0.20
C -0.968 2.321 -1.872 -2.268 -0.471 -1.800 -0.09
C -1.322 2.188 -0.388 0.098 2.379 -0.018 -0.12
O -1.112 0.836 -0.051 -0.160 -1.033 2.051 -0.55
C -0.488 0.243 1.084 0.999 -1.142 -5.122 0.76
O 3.577 -1.718 -0.115 -0.470 6.207 -4.511 -0.40
O -0.175 -0.923 0.598 -0.091 2.144 4.698 -0.66
Co 0.217 -0.207 -1.169 -1.365 2.553 -3.094 1.50
O 0.066 1.546 -2.265 2.530 -2.805 1.440 -0.87
H -1.815 1.944 -2.513 -0.198 0.542 0.905 0.16
H -2.367 2.468 -0.209 0.321 -0.123 0.160 0.23
H -0.632 2.811 0.198 -0.270 -0.090 0.023 0.19
```
Forces are in eV/Å.

Values from the calculation:
**Energy relative to the best compared isomer or geometry (same formula, charge and spin)**: 100.60 kJ/mol
**Total charge**: +1
**Calculated total energy**: -1952.64448 hartree
**2S+1**: 5
**E_HOMO (alpha / beta)**: -12.76 / -12.49 eV


DFT (ωB97M-V/def2-TZVPD) results for a molecular structure, C5H6CrO11 in a non-equilibrium geometry.

```
23
Properties=species:S:1:pos:R:3:forces:R:3:nbo_charge:R:1
Cr 0.416 -0.101 -0.099 -0.191 3.370 -0.784 1.50
C -3.250 1.380 1.106 -0.623 0.230 1.338 -0.71
C -1.890 0.872 0.846 2.306 -0.870 -0.494 0.78
O -1.350 -0.179 1.195 -2.085 -5.046 3.400 -0.71
O -1.053 1.449 0.159 1.054 4.728 -3.570 -0.66
H -3.233 2.384 1.530 0.355 0.373 -0.692 0.23
H -3.703 0.865 1.954 -0.185 -0.702 -0.442 0.22
H -3.856 1.344 0.200 0.019 -0.002 0.170 0.24
O 3.385 1.155 -2.403 -0.646 0.135 0.171 -0.67
C 2.351 0.697 -1.682 -2.183 1.153 2.130 0.98
O 2.217 -0.440 -1.290 2.648 -6.102 -0.422 -0.71
O 1.419 1.371 -1.187 -1.005 3.905 -0.840 -0.66
H 3.970 0.395 -2.416 0.345 -0.232 -0.232 0.49
O -1.421 -2.702 -2.527 -0.066 -0.219 0.055 -0.68
C -0.851 -1.844 -1.690 2.749 3.168 1.865 0.97
O -0.147 -2.114 -0.709 -0.200 -3.857 1.199 -0.71
O -0.837 -0.587 -1.892 -1.455 0.855 -1.727 -0.75
H -1.581 -2.130 -3.281 -0.442 0.006 -0.471 0.49
O 2.359 -0.207 3.387 -0.345 0.650 -0.247 -0.68
C 1.751 -0.163 2.188 -0.380 1.038 -1.787 0.98
O 1.494 -1.127 1.517 0.288 -7.641 0.361 -0.74
O 1.415 0.832 1.531 -0.081 5.380 0.873 -0.68
H 2.395 -1.150 3.563 0.124 -0.317 0.146 0.49
```
Forces are in eV/Å.

Values from the calculation:
**Energy relative to the best compared isomer or geometry (same formula, charge and spin)**: 145.13 kJ/mol
**Total charge**: -1
**Calculated total energy**: -2066.42459 hartree
**2S+1**: 4
**E_HOMO (alpha / beta)**: -4.92 / -5.61 eV


DFT (ωB97M-V/def2-TZVPD) results for 2 unconnected molecules or ions with the total composition C5H6F2I2O2 in a non-equilibrium geometry.

```
17
Properties=species:S:1:pos:R:3:forces:R:3:nbo_charge:R:1
C -0.889 2.884 0.214 1.756 -1.491 -1.592 -0.10
C -1.648 1.655 0.475 -0.204 -0.732 -0.368 0.01
C -1.031 0.297 0.087 -0.682 1.618 2.589 -0.13
C 2.050 -2.902 -1.206 0.063 -0.808 0.300 0.47
C 1.237 0.254 1.042 1.036 0.218 -0.150 0.20
O -2.039 2.553 -0.565 0.280 -0.437 -0.051 -0.48
O 0.391 0.531 0.156 -0.226 -0.992 -0.400 -0.50
F 2.549 -3.141 0.021 0.097 -0.095 -0.065 -0.34
F 2.363 -1.625 -1.499 -0.036 -0.759 -0.502 -0.33
I -0.127 -3.077 -1.015 0.580 -0.126 -0.394 0.02
I 0.629 -1.096 2.597 -0.385 -0.330 0.515 -0.05
H -0.965 3.789 0.754 -0.094 0.622 0.789 0.20
H 0.134 2.659 -0.305 -2.030 0.937 0.909 0.20
H -2.366 1.472 1.257 -0.240 0.787 0.366 0.20
H -1.311 -0.039 -0.831 -0.163 -0.314 -3.145 0.22
H -1.449 -0.496 0.718 0.942 0.238 0.628 0.22
H 2.471 -3.716 -1.898 -0.693 1.665 0.571 0.18
```
Forces are in eV/Å.

Values from the calculation:
**Calculated total energy**: -1139.53409 hartree
**E_HOMO**: -8.46 eV


DFT (ωB97M-V/def2-TZVPD) results for a gas-phase ion, C5H6F3N2O2S (charge +1) in a non-equilibrium geometry.

```
19
Properties=species:S:1:pos:R:3:forces:R:3:nbo_charge:R:1
C 1.397 1.447 0.584 1.364 3.124 0.801 0.20
C 1.781 1.311 -0.906 0.057 1.172 2.779 0.07
C 0.543 -0.414 -0.421 -1.200 0.318 -0.568 0.55
C 1.425 -1.620 -0.332 2.949 -0.106 1.720 -0.66
C -2.757 0.490 0.064 0.861 0.882 0.490 0.77
N 0.560 0.570 0.924 1.702 -1.840 -3.636 -0.43
N 1.098 0.422 -1.412 0.028 -1.393 -1.205 -0.28
O -0.685 -0.811 -0.895 -2.084 -0.086 0.281 -0.72
O -1.997 -1.594 1.220 0.052 -0.285 -0.853 -0.87
F -3.050 1.233 -0.968 -0.308 -0.320 -0.756 -0.28
F -3.720 0.456 0.929 -1.507 -0.271 0.306 -0.28
F -1.739 1.103 0.703 0.276 0.310 -0.032 -0.35
S -2.199 -1.280 -0.193 1.714 0.353 0.736 1.52
H 1.762 2.364 1.204 -0.796 -2.040 -0.772 0.27
H 2.548 1.877 -1.374 0.221 0.751 -0.451 0.24
H 2.412 -1.480 0.312 -2.059 -0.064 -1.431 0.24
H 0.834 -2.352 0.138 -0.540 -1.189 0.818 0.25
H 1.700 -2.023 -1.320 -0.232 0.607 0.320 0.28
H 0.088 0.302 1.745 -0.496 0.078 1.454 0.47
```
Forces are in eV/Å.

Values from the calculation:
**Energy relative to the best compared isomer or geometry (same formula, charge and spin)**: 178.27 kJ/mol
**Total charge**: +1
**Calculated total energy**: -1151.53083 hartree
**E_HOMO**: -14.59 eV


DFT (ωB97M-V/def2-TZVPD) results for C5H6F4N2O in the gas phase in a non-equilibrium geometry.

```
18
Properties=species:S:1:pos:R:3:forces:R:3:nbo_charge:R:1
C 0.348 1.282 0.707 0.179 -0.387 0.260 0.21
C -2.115 -0.795 0.600 0.392 -0.049 -0.085 -0.64
C -0.688 -1.182 0.956 -0.404 -0.181 0.331 -0.07
C 0.857 0.235 -0.190 -0.059 1.410 -2.336 0.22
C 0.588 1.043 -1.676 0.310 -1.612 1.181 0.98
N -0.075 2.138 1.332 -0.238 0.431 0.442 -0.24
N 2.283 0.230 0.013 0.492 0.408 0.351 -0.21
O 0.221 -0.981 -0.134 0.110 0.310 -0.306 -0.50
F 1.009 2.297 -1.616 0.065 -0.005 0.145 -0.30
F 1.206 0.437 -2.680 0.068 -0.121 0.018 -0.30
F -0.719 1.035 -1.930 -0.125 0.034 0.146 -0.32
F 2.925 -0.640 -0.879 -0.434 -0.101 0.114 -0.23
H -2.727 -0.815 1.497 -0.115 -0.025 0.091 0.22
H -2.150 0.207 0.178 -0.040 0.068 0.043 0.22
H -2.523 -1.490 -0.128 -0.074 -0.044 -0.088 0.22
H -0.619 -2.247 1.184 0.018 0.133 0.026 0.20
H -0.346 -0.615 1.832 -0.008 -0.205 -0.114 0.18
H 2.525 -0.140 0.935 -0.137 -0.066 -0.218 0.36
```
Forces are in eV/Å.

Values from the calculation:
**Energy relative to the best compared isomer or geometry (same formula, charge and spin)**: 316.34 kJ/mol
**Calculated total energy**: -778.23532 hartree
**E_HOMO**: -10.93 eV


DFT (ωB97M-V/def2-TZVPD) results for 2 unconnected molecules or ions with the total composition C5H6F4O in a non-equilibrium geometry.

```
16
Properties=species:S:1:pos:R:3:forces:R:3:nbo_charge:R:1
C -1.737 -0.852 1.116 0.327 1.512 2.881 -0.15
C -1.304 -0.377 -0.173 2.440 -2.339 3.176 0.34
C -1.253 0.682 -1.073 -4.473 2.222 0.222 -0.70
C 2.170 0.659 0.212 0.961 2.272 -3.326 0.44
C 1.514 -0.639 0.097 -1.851 -1.511 -0.645 0.59
O -1.963 -1.564 -0.073 -1.012 -0.043 -1.998 -0.45
F 1.552 1.427 1.082 -0.241 0.265 1.385 -0.31
F 1.974 1.319 -1.049 -0.403 -0.694 0.437 -0.38
F 1.888 -1.422 -0.927 0.262 0.532 0.207 -0.32
F 1.532 -1.356 1.210 0.192 -0.228 0.701 -0.33
H -1.001 -1.421 1.763 -0.930 1.125 -0.464 0.20
H -2.585 -0.255 1.681 1.303 -1.708 -1.280 0.18
H -0.920 1.638 -0.750 0.587 0.448 0.991 0.25
H -2.332 0.870 -1.383 0.655 0.018 0.064 0.21
H -0.793 0.493 -1.934 2.104 -1.102 -3.531 0.24
H 3.258 0.799 0.200 0.079 -0.771 1.180 0.16
```
Forces are in eV/Å.

Values from the calculation:
**Energy relative to the best compared isomer or geometry (same formula, charge and spin)**: 491.63 kJ/mol
**Calculated total energy**: -668.60741 hartree
**E_HOMO (alpha / beta)**: -7.43 / -8.89 eV